Computed, not measured: C20H20CrF4N6O2S as an isolated structure at a distorted geometry, with ωB97M-V/def2-TZVPD.

Its net charge is 0. The calculation puts the energy above the lowest of the compared OMol25 structures with the same formula, charge and spin at 9.7 kcal per mole. The frontier orbital gap (spin up / spin down) comes out at 0.2813 / 0.2903 Ha. The spin multiplicity is 5. Its largest force on an atom is 0.035 Eh/bohr. The calculation puts the total energy at -3095.29237 Eh. The LUMO energy (spin up / spin down) comes out at 0.34 / 0.20 eV.

Last column: Löwdin spin population.
CARTESIAN COORDINATES (ANGSTROEM)
Cr 0.8556 0.4465 -0.4262  3.75
C 1.5544 3.2210 -0.0834  0.02
N 0.3419 2.4242 0.1220  0.01
C -0.7304 3.0295 -0.6672  0.01
C -0.0408 2.4370 1.5427  0.01
C 0.8148 1.4323 2.3185  0.01
N 0.7740 0.2105 1.5346  0.02
C 0.9090 -0.9842 2.1185  0.01
C 0.4554 -2.1240 1.4018  0.01
F -0.2791 -1.8679 0.2654  0.03
C 0.7117 -3.4194 1.7856  0.00
F 0.2959 -4.4460 1.0211  0.00
C 1.3922 -3.6921 2.9648  0.01
C 1.7333 -2.6050 3.7574  0.00
F 2.3384 -2.8343 4.9362  0.00
C 1.4913 -1.2984 3.3759  0.00
F 1.8910 -0.2995 4.2043  0.00
H 1.4068 4.2502 0.2693  0.00
H 1.7732 3.2465 -1.1502  0.00
H 2.3929 2.7754 0.4528  0.01
H -0.9288 4.0538 -0.3315  0.00
H -1.6392 2.4386 -0.5640  0.00
H -0.4399 3.0493 -1.7180  0.00
H -1.0819 2.1067 1.6106  0.00
H 0.0257 3.4521 1.9604  0.00
H 0.3988 1.2971 3.3259  0.00
H 1.8452 1.8048 2.4278  0.00
H 1.6296 -4.7000 3.2573  0.00
N -4.2009 -0.2826 -6.5313  0.00
C -3.0041 -0.0133 -5.9199  0.00
C -2.8793 -0.1151 -4.5296  0.00
C -1.7083 0.2650 -3.9045  0.00
C -0.6484 0.7315 -4.6604  0.00
C -0.7469 0.8173 -6.0372  0.00
C -1.9157 0.4463 -6.6685  0.00
S 0.8132 1.3438 -3.8413  0.01
O 1.9590 1.2269 -4.6940  0.00
O 0.5141 2.6804 -3.3631  0.00
N 0.9701 0.4598 -2.4607  0.03
C 1.5641 -0.7283 -2.4966  0.03
N 1.8282 -1.1538 -1.2201  0.01
C 2.5293 -2.2747 -1.0944  0.01
C 2.9338 -3.0017 -2.2045  0.00
C 2.5272 -2.5325 -3.4485  0.01
N 1.8493 -1.4051 -3.6004  0.00
H -4.8793 -0.8294 -6.0299  0.00
H -4.1983 -0.3955 -7.5298  0.00
H -3.7118 -0.4937 -3.9541  0.00
H -1.6041 0.2118 -2.8290  0.00
H 0.0914 1.1875 -6.6035  0.00
H -2.0004 0.5102 -7.7434  0.00
H 2.7641 -2.6010 -0.0873  0.00
H 3.5141 -3.9034 -2.0999  0.00
H 2.7533 -3.0721 -4.3588  0.00

Cartesian forces, eV/Å:
-0.3 0.8 0.6
0.3 0.1 -0.2
-0.3 0.4 0.1
-0.3 0.1 -0.4
0.1 -0.4 0.6
-0.1 0.2 -0.1
-0.2 0.4 0.4
0.2 -1.2 0.5
-0.2 0.4 -0.3
0.2 -0.5 0.6
0.1 0.0 0.2
0.0 0.2 0.0
-0.1 0.4 0.0
-0.1 -0.2 -0.1
0.0 0.1 -0.1
-0.1 0.2 -0.3
0.0 -0.2 -0.2
0.0 -0.1 0.0
0.1 0.0 0.0
0.0 0.1 0.0
0.0 0.0 0.1
-0.1 0.0 0.1
-0.1 0.0 0.2
0.1 0.0 -0.1
0.0 -0.1 -0.1
0.1 0.1 -0.2
-0.2 0.0 0.1
0.0 -0.1 0.1
-0.3 -0.1 -0.2
0.2 0.2 0.2
0.1 0.0 -0.1
-0.1 0.0 0.0
0.6 0.1 0.4
0.1 0.0 -0.1
0.0 -0.1 0.2
-0.1 0.7 0.4
-0.2 -0.2 -0.1
-0.1 -0.4 -0.3
-0.6 1.2 -1.1
0.7 -1.2 0.2
0.6 -0.6 -0.9
0.0 -0.1 -0.1
0.0 0.0 0.1
0.0 0.2 0.4
-0.1 -0.3 -0.3
0.0 0.0 -0.1
-0.1 -0.1 0.0
-0.1 0.0 0.1
-0.1 -0.1 0.0
0.2 0.0 -0.1
0.0 0.1 -0.1
0.0 0.0 0.0
0.0 -0.1 0.0
0.0 -0.1 0.0